{"formula": "C21H41IN8O7P2PtS", "method": "ωB97M-V/def2-TZVPD", "lumo_ev": [-6.316, -6.320], "homo_energy_ev": [-13.88, -13.88], "energy_ha": -3287.0101, "charge": 2, "species": ["Pt", "C", "N", "C", "P", "O", "O", "P", "O", "N", "C", "C", "N", "C", "C", "N", "C", "C", "H", "H", "H", "H", "H", "H", "H", "H", "H", "H", "H", "H", "H", "H", "H", "H", "H", "H", "H", "H", "H", "H", "H", "H", "I", "C", "C", "C", "C", "C", "N", "H", "H", "H", "H", "C", "C", "S", "O", "O", "C", "C", "N", "C", "N", "C", "C", "N", "O", "O", "C", "H", "H", "H", "H", "H", "H", "H", "H", "H", "H", "H", "H", "H"], "coordinates": [[-0.75219, -1.09187, -0.04946], [-1.87870, 0.88355, -5.37130], [-1.27855, -0.06698, -4.43009], [-0.85887, -1.35095, -5.01333], [-0.99031, 0.19474, -2.86677], [-1.36552, -1.01635, -2.02993], [-1.91931, 1.45139, -2.56761], [-2.05527, 2.04516, -1.05198], [-1.57682, 1.08343, -0.01332], [-3.66457, 2.27217, -0.99161], [-4.42151, 2.92631, -2.06809], [-4.31145, 2.31375, 0.32884], [-1.13611, 3.39130, -1.09402], [-1.54608, 4.55007, -1.89335], [-0.21470, 3.70638, 0.01332], [0.51894, 0.75128, -2.53844], [1.62521, -0.09024, -2.07563], [0.97920, 1.87875, -3.36463], [-2.72842, 0.41496, -5.87059], [-1.15491, 1.18164, -6.13237], [-2.23294, 1.76954, -4.85221], [-1.71646, -1.85230, -5.46391], [-0.44699, -2.00517, -4.24657], [-0.10579, -1.19551, -5.78816], [-3.96062, 2.73105, -3.03337], [-4.50498, 4.00447, -1.91635], [-5.42939, 2.51004, -2.08633], [-3.71469, 1.76913, 1.05674], [-5.29081, 1.83845, 0.25719], [-4.45574, 3.33793, 0.68287], [-2.10130, 4.23778, -2.77709], [-0.65444, 5.08159, -2.22707], [-2.15716, 5.24785, -1.31563], [-0.02051, 2.81961, 0.60896], [-0.62509, 4.48362, 0.66366], [0.73261, 4.06500, -0.39546], [1.26712, -0.93011, -1.48368], [2.28656, 0.49904, -1.44125], [2.20698, -0.49650, -2.90789], [0.13108, 2.45993, -3.72552], [1.55820, 1.52983, -4.22444], [1.60967, 2.53183, -2.76120], [-3.45454, -1.79394, 1.05396], [-2.55425, -3.42124, 0.10489], [-3.25393, -4.58014, -0.15879], [-2.59533, -5.58646, -0.85286], [-1.27818, -5.40148, -1.24409], [-0.64449, -4.22165, -0.91468], [-1.26934, -3.23984, -0.24583], [-4.28082, -4.68971, 0.15957], [-3.11487, -6.50829, -1.08506], [-0.74253, -6.16229, -1.79478], [0.38945, -4.04413, -1.18280], [6.52319, -0.08006, 3.28219], [5.42041, 0.73003, 3.95699], [3.79130, 0.20524, 3.48403], [3.75035, -0.14724, 2.07852], [2.84828, 1.18916, 3.95542], [3.55544, -1.34698, 4.36964], [2.09191, -1.74894, 4.63791], [1.08856, -1.24034, 3.67605], [0.96402, -1.69139, 2.41973], [0.02285, -0.99305, 1.79468], [-0.48390, -0.05940, 2.67053], [0.17197, -0.20682, 3.83128], [-0.04882, 0.59794, 5.01588], [-0.72494, 1.59041, 4.84600], [0.41514, 0.21467, 6.07382], [1.78375, -2.77289, 1.81897], [7.48199, 0.40840, 3.44704], [6.35297, -0.13692, 2.20797], [6.58885, -1.09403, 3.68097], [5.44256, 1.78549, 3.67801], [5.43412, 0.65642, 5.04731], [4.09170, -1.27170, 5.31680], [4.05239, -2.07405, 3.72778], [1.77685, -1.42307, 5.61334], [2.03906, -2.83299, 4.60782], [-1.25082, 0.64604, 2.40272], [1.78780, -3.66601, 2.44540], [2.81033, -2.42407, 1.68632], [1.37613, -3.03025, 0.84443]], "forces_ev_per_angstrom": [[-0.27, -0.23, -1.11], [-0.02, -0.10, 0.00], [-0.19, -0.28, -0.27], [0.00, 0.15, -0.07], [0.08, 0.09, -0.36], [0.42, 0.08, 0.30], [-0.10, -0.05, 0.31], [-0.09, 0.29, -0.48], [0.76, -0.68, 0.28], [-0.16, 0.03, 0.20], [-0.05, -0.13, 0.11], [-0.06, 0.10, -0.09], [0.14, 0.03, 0.54], [0.08, -0.06, 0.02], [0.02, 0.05, -0.16], [0.20, -0.28, 0.10], [0.04, -0.06, -0.08], [-0.09, -0.01, 0.05], [0.00, -0.01, 0.03], [0.03, -0.02, 0.04], [0.03, -0.03, -0.02], [-0.03, 0.02, 0.04], [-0.01, 0.02, 0.00], [0.01, 0.04, 0.04], [0.00, 0.00, 0.01], [0.04, 0.00, 0.03], [0.04, -0.04, 0.01], [0.01, 0.01, -0.01], [0.04, -0.01, -0.03], [0.04, 0.00, -0.03], [0.02, 0.00, 0.01], [0.01, -0.04, -0.02], [-0.02, -0.04, 0.01], [-0.01, -0.03, -0.03], [-0.03, -0.03, -0.06], [-0.06, 0.00, -0.01], [-0.11, -0.03, 0.04], [0.01, 0.05, -0.01], [0.00, 0.09, -0.06], [0.05, 0.02, 0.02], [-0.04, -0.03, 0.02], [-0.02, -0.01, 0.02], [-0.84, -0.50, 0.21], [0.03, 0.53, 0.27], [0.16, -0.17, -0.10], [-0.13, -0.03, 0.03], [0.02, -0.03, 0.05], [0.20, 0.18, 0.03], [0.27, 1.03, 0.12], [0.04, 0.03, -0.01], [0.03, 0.04, -0.01], [0.00, 0.03, 0.04], [-0.06, 0.05, -0.02], [-0.04, 0.03, 0.03], [0.11, -0.26, -0.10], [-0.37, 0.14, -0.19], [0.04, 0.01, 0.07], [-0.09, -0.19, 0.22], [-0.03, 0.12, -0.20], [0.06, 0.16, -0.22], [0.24, 0.09, 0.40], [0.00, -0.01, -0.18], [-0.76, 0.08, -0.08], [0.06, -0.07, -0.27], [0.42, -0.05, 0.27], [0.01, 0.04, 0.25], [0.19, -0.28, 0.02], [-0.07, 0.07, -0.39], [0.02, 0.06, 0.07], [0.00, -0.03, 0.05], [0.00, 0.01, 0.03], [-0.01, 0.05, -0.01], [-0.03, -0.03, 0.00], [0.06, 0.16, -0.07], [-0.10, -0.09, -0.02], [0.07, -0.06, 0.16], [-0.07, 0.14, 0.19], [-0.09, -0.10, 0.05], [0.02, -0.06, 0.00], [-0.02, 0.02, -0.01], [-0.05, 0.01, -0.02], [0.00, 0.01, 0.02]]}